No. 1
Molecular formula: C45H74N4O3ReSSi4
Method: DFT, ωB97M-V with the def2-TZVPD basis set

```
132
Properties=species:S:1:pos:R:3:mulliken_charge:R:1
Re 0.307 -1.783 -0.445 0.72
N -2.575 -4.291 -2.725 -0.29
C -1.506 -3.619 -2.241 0.32
S -1.809 -1.921 -1.717 -0.51
N -0.360 -4.173 -2.171 -1.52
N 0.675 -3.386 -1.744 1.02
C 1.851 -3.723 -2.181 -1.07
C 2.970 -2.831 -2.166 0.31
C 4.270 -3.323 -2.336 -0.56
C 5.337 -2.476 -2.532 -0.62
C 5.107 -1.107 -2.603 -0.83
C 3.840 -0.594 -2.437 0.01
C 2.738 -1.421 -2.171 0.96
O 1.534 -0.916 -2.031 -1.18
H -3.483 -3.998 -2.405 0.34
H -2.439 -5.285 -2.831 0.26
H 1.953 -4.665 -2.718 0.52
H 4.429 -4.392 -2.307 0.49
H 6.336 -2.869 -2.647 0.38
H 5.929 -0.430 -2.790 0.44
H 3.677 0.467 -2.486 0.21
C -3.245 2.841 3.906 -1.61
C -2.463 1.713 4.596 2.04
C -3.287 1.194 5.780 -2.10
C -1.148 2.268 5.160 -1.92
C -2.172 0.623 3.575 0.05
C -1.092 0.752 2.718 0.02
C -0.828 -0.229 1.770 -0.20
N 0.157 -0.205 0.814 0.58
C 1.376 0.418 1.080 0.05
C 1.596 1.738 1.409 -0.88
C 2.869 2.166 1.786 0.36
C 3.868 1.208 1.865 -0.90
C 3.707 -0.130 1.510 0.60
C 2.454 -0.532 1.017 0.68
O 2.168 -1.698 0.515 -1.24
C 4.893 -1.067 1.719 2.44
C 5.329 -0.982 3.192 -1.86
C 4.574 -2.532 1.413 -2.08
C 6.053 -0.634 0.811 -1.58
C 3.086 3.627 2.159 2.12
C 2.612 4.536 1.016 -1.70
C 2.273 3.944 3.423 -1.72
C 4.558 3.946 2.444 -2.27
C -1.583 -1.442 1.746 0.86
O -1.113 -2.401 0.987 -1.42
C -2.743 -1.530 2.542 -0.01
C -2.998 -0.489 3.426 -0.52
C -3.643 -2.755 2.461 2.63
C -4.055 -3.008 1.004 -1.64
C -2.859 -3.959 2.999 -1.80
C -4.928 -2.599 3.280 -2.37
H -3.414 3.659 4.603 0.48
H -2.695 3.221 3.048 0.21
H -4.209 2.477 3.559 0.31
H -3.393 1.982 6.523 0.48
H -4.285 0.896 5.471 0.35
H -2.785 0.347 6.242 0.41
H -1.345 2.879 6.038 0.49
H -0.489 1.453 5.450 0.40
H -0.631 2.890 4.436 0.32
H -0.437 1.600 2.784 -0.27
H 0.782 2.440 1.335 0.18
H 4.840 1.505 2.216 0.56
H 4.486 -1.195 3.847 0.37
H 6.114 -1.708 3.392 0.50
H 5.715 0.003 3.442 0.31
H 3.714 -2.869 1.987 0.37
H 4.357 -2.672 0.358 0.21
H 5.433 -3.149 1.675 0.53
H 6.388 0.375 1.039 0.29
H 6.895 -1.310 0.942 0.49
H 5.737 -0.667 -0.229 0.15
H 1.540 4.452 0.863 0.28
H 2.836 5.575 1.254 0.46
H 3.114 4.274 0.087 0.32
H 1.209 3.832 3.234 0.31
H 2.551 3.271 4.232 0.32
H 2.457 4.968 3.744 0.51
H 5.188 3.682 1.597 0.44
H 4.672 5.013 2.630 0.46
H 4.909 3.417 3.328 0.38
H -3.865 -0.565 4.055 0.36
H -3.177 -3.106 0.373 0.19
H -4.640 -3.925 0.939 0.58
H -4.663 -2.184 0.634 0.20
H -1.941 -4.093 2.434 0.28
H -2.604 -3.796 4.044 0.36
H -3.454 -4.868 2.925 0.48
H -5.469 -1.702 2.987 0.42
H -5.574 -3.457 3.102 0.46
H -4.710 -2.555 4.344 0.41
C 1.655 0.052 -4.822 -1.49
Si 0.693 0.988 -3.449 1.76
C -0.038 2.468 -4.460 -1.44
C 1.666 1.993 -2.132 -0.44
Si -1.474 0.060 -3.044 -0.15
Si -2.800 -0.788 -4.862 1.16
C -3.351 0.645 -6.006 -1.24
C -4.422 -1.589 -4.216 -1.08
C -1.896 -2.093 -5.944 -1.26
Si -2.829 1.465 -1.612 0.30
C -3.835 2.595 -2.795 -1.15
C -1.797 2.592 -0.460 -0.56
C -4.033 0.452 -0.520 -0.81
H 2.635 0.487 -4.995 0.41
H 1.106 0.111 -5.757 0.49
H 1.803 -0.996 -4.588 0.32
H 0.748 3.044 -4.937 0.46
H -0.596 3.153 -3.829 0.27
H -0.708 2.139 -5.248 0.25
H 2.512 2.506 -2.586 0.60
H 2.031 1.384 -1.314 -0.46
H 1.030 2.759 -1.701 0.33
H -4.233 1.145 -5.622 0.34
H -3.588 0.290 -7.004 0.41
H -2.574 1.395 -6.106 0.32
H -4.836 -0.994 -3.409 0.22
H -4.237 -2.586 -3.833 0.17
H -5.182 -1.671 -4.989 0.49
H -1.209 -1.616 -6.636 0.37
H -2.593 -2.687 -6.530 0.43
H -1.323 -2.778 -5.325 0.28
H -3.184 3.096 -3.503 0.33
H -4.382 3.363 -2.257 0.40
H -4.557 2.020 -3.365 0.26
H -1.241 3.335 -1.023 0.44
H -1.086 1.991 0.096 -0.35
H -2.415 3.122 0.261 0.47
H -4.641 -0.214 -1.125 0.29
H -4.706 1.079 0.061 0.64
H -3.472 -0.158 0.180 -0.14
```

Computed properties:
Lowest unoccupied orbital energy (alpha / beta)   -0.56 / -1.04 eV
Energy above the lowest of the compared OMol25 structures with the same formula, charge and spin   182.4 kJ/mol
Multiplicity   4
Energy   -3838.438155 Eh
HOMO level (alpha / beta)   -6.39 / -6.95 eV
Expectation value of S²   3.775
HOMO-LUMO gap (alpha / beta)   0.214 / 0.217 Eh

No. 2
Molecular formula: C4H13O5P
Method: DFT, ωB97M-V with the def2-TZVPD basis set

```
23
Properties=species:S:1:pos:R:3:mulliken_charge:R:1
C -0.346 -1.905 0.331 -0.97
C 0.204 -1.136 1.568 -0.27
O 1.275 -0.320 1.269 -0.30
P 1.035 0.878 0.234 0.88
O -0.293 1.566 0.128 -0.66
O 2.298 1.857 0.435 -0.31
C 2.153 3.070 1.108 -0.69
O 1.573 0.248 -1.158 -0.28
C 0.969 0.568 -2.407 -0.62
H -1.167 -2.563 0.664 0.35
H 0.371 -2.507 -0.253 0.29
H -0.766 -1.124 -0.325 0.28
H -0.691 -0.577 1.902 0.29
H 0.466 -1.858 2.365 0.35
H 3.115 3.597 0.995 0.23
H 1.942 2.950 2.184 0.30
H 1.357 3.689 0.660 0.31
H 1.242 1.607 -2.654 0.28
H -0.131 0.492 -2.375 0.30
H 1.344 -0.094 -3.206 0.24
O -5.374 -2.619 -0.835 -0.65
H -4.519 -2.889 -0.430 0.32
H -6.058 -2.931 -0.200 0.33
```

Computed properties:
Lowest unoccupied orbital energy   0.63 eV
Energy above the lowest of the compared OMol25 structures with the same formula, charge and spin   17.7 kJ/mol
Energy   -877.836329 Eh
HOMO level   -10.80 eV
HOMO-LUMO gap   0.420 Eh

Which value of energy does entry 1 give? -3838.438155 Eh

The lowest energy above the lowest of the compared OMol25 structures with the same formula, charge and spin belongs to which entry? C4H13O5P

The lowest energy above the lowest of the compared OMol25 structures with the same formula, charge and spin belongs to which entry? C4H13O5P